1.
DFT (ωB97M-V/def2-TZVPD) results for C4H6O2 as an isolated structure.

Structure (XYZ):
```
12
Properties=species:S:1:pos:R:3:forces:R:3:lowdin_charge:R:1
O -2.317 0.627 0.001 -0.01 -0.05 -0.20 0.116
C -1.143 0.021 -0.134 0.11 -0.05 0.02 -0.324
C -0.143 -0.228 0.967 0.01 0.03 0.15 -0.020
C 0.648 -0.869 -0.213 0.36 -0.19 -0.04 -0.434
O 1.730 -1.396 -0.283 -0.48 0.19 0.03 0.056
C -0.443 -0.545 -1.146 -0.04 0.01 -0.05 0.067
H -2.766 0.657 -0.856 0.01 0.03 0.13 0.130
H 2.564 1.619 0.601 0.03 0.01 -0.06 0.043
H -0.458 -0.920 1.753 0.04 0.07 -0.11 0.120
H 0.315 0.663 1.408 -0.06 -0.13 -0.08 0.099
H 2.622 1.065 0.108 0.02 0.05 0.06 0.034
H -0.609 -0.695 -2.207 0.01 0.03 0.15 0.111
```
Positions in Å, forces in eV/Å.

Summary:
HOMO: -9.5 eV
Energy: -306.41342 a.u.
ΔE to the lowest compared entry with this formula, charge and spin: 243.86 kJ/mol
Net charge: 0


2.
DFT (ωB97M-V/def2-TZVPD) results for a 2-piece molecular cluster, C4H6O2 overall.

Structure (XYZ):
```
12
Properties=species:S:1:pos:R:3:forces:R:3:lowdin_charge:R:1
O 2.631 -0.503 -1.042 0.25 0.11 0.06 -0.025
C 1.352 -0.350 -0.522 -0.32 0.09 0.02 -0.197
C -1.397 -0.233 1.084 -0.05 0.02 -0.17 -0.084
C -1.794 0.014 -0.162 0.02 -0.04 0.16 -0.088
C 0.900 0.877 -0.302 -0.03 0.74 0.18 -0.199
O 0.657 2.002 -0.078 0.19 -0.89 -0.23 0.152
H 3.256 -0.160 -0.393 0.06 -0.17 -0.11 0.097
H 0.722 -1.221 -0.415 0.13 0.20 0.01 0.098
H -1.213 -1.245 1.438 -0.09 0.13 -0.05 0.059
H -1.214 0.571 1.792 -0.08 -0.12 -0.10 0.063
H -1.950 1.030 -0.516 -0.03 -0.16 0.07 0.062
H -1.951 -0.783 -0.884 -0.04 0.08 0.14 0.062
```
Positions in Å, forces in eV/Å.

Summary:
HOMO: -8.7 eV
Energy: -306.39389 a.u.
ΔE to the lowest compared entry with this formula, charge and spin: 295.13 kJ/mol
Net charge: 0


3.
DFT (ωB97M-V/def2-TZVPD) results for one molecule with the formula C4H6O2.

Structure (XYZ):
```
12
Properties=species:S:1:pos:R:3:forces:R:3:lowdin_charge:R:1
O 1.802 -0.367 1.006 -0.03 -0.22 -0.08 0.016
C 1.142 -1.138 0.165 -0.05 0.51 0.04 -0.030
C 0.150 -0.290 -0.585 0.10 -0.16 -0.11 -0.272
C -1.252 -0.471 0.053 -0.19 -0.41 0.03 -0.158
O -1.365 0.927 0.321 -0.08 0.08 0.08 -0.110
C -0.109 1.208 -0.317 0.32 0.22 -0.07 -0.149
H 2.405 -0.924 1.521 -0.12 0.08 -0.11 0.107
H 0.185 -0.572 -1.641 0.00 0.00 0.19 0.130
H -2.028 -0.839 -0.628 0.10 0.09 0.10 0.120
H -1.267 -1.069 0.974 -0.01 0.09 -0.13 0.118
H 0.588 1.721 0.354 -0.09 -0.13 -0.07 0.111
H -0.251 1.812 -1.224 0.06 -0.14 0.14 0.118
```
Positions in Å, forces in eV/Å.

Summary:
HOMO: -8.8 eV
Energy: -306.35560 a.u.
ΔE to the lowest compared entry with this formula, charge and spin: 395.65 kJ/mol
Net charge: 0


Copy entry 2 word for word.
DFT (ωB97M-V/def2-TZVPD) results for a 2-piece molecular cluster, C4H6O2 overall.

Structure (XYZ):
```
12
Properties=species:S:1:pos:R:3:forces:R:3:lowdin_charge:R:1
O 2.631 -0.503 -1.042 0.25 0.11 0.06 -0.025
C 1.352 -0.350 -0.522 -0.32 0.09 0.02 -0.197
C -1.397 -0.233 1.084 -0.05 0.02 -0.17 -0.084
C -1.794 0.014 -0.162 0.02 -0.04 0.16 -0.088
C 0.900 0.877 -0.302 -0.03 0.74 0.18 -0.199
O 0.657 2.002 -0.078 0.19 -0.89 -0.23 0.152
H 3.256 -0.160 -0.393 0.06 -0.17 -0.11 0.097
H 0.722 -1.221 -0.415 0.13 0.20 0.01 0.098
H -1.213 -1.245 1.438 -0.09 0.13 -0.05 0.059
H -1.214 0.571 1.792 -0.08 -0.12 -0.10 0.063
H -1.950 1.030 -0.516 -0.03 -0.16 0.07 0.062
H -1.951 -0.783 -0.884 -0.04 0.08 0.14 0.062
```
Positions in Å, forces in eV/Å.

Summary:
HOMO: -8.7 eV
Energy: -306.39389 a.u.
ΔE to the lowest compared entry with this formula, charge and spin: 295.13 kJ/mol
Net charge: 0


Look up the energy of the third one. -306.35560 a.u.


Copy entry 2 word for word.
DFT (ωB97M-V/def2-TZVPD) results for a 2-piece molecular cluster, C4H6O2 overall.

Structure (XYZ):
```
12
Properties=species:S:1:pos:R:3:forces:R:3:lowdin_charge:R:1
O 2.631 -0.503 -1.042 0.25 0.11 0.06 -0.025
C 1.352 -0.350 -0.522 -0.32 0.09 0.02 -0.197
C -1.397 -0.233 1.084 -0.05 0.02 -0.17 -0.084
C -1.794 0.014 -0.162 0.02 -0.04 0.16 -0.088
C 0.900 0.877 -0.302 -0.03 0.74 0.18 -0.199
O 0.657 2.002 -0.078 0.19 -0.89 -0.23 0.152
H 3.256 -0.160 -0.393 0.06 -0.17 -0.11 0.097
H 0.722 -1.221 -0.415 0.13 0.20 0.01 0.098
H -1.213 -1.245 1.438 -0.09 0.13 -0.05 0.059
H -1.214 0.571 1.792 -0.08 -0.12 -0.10 0.063
H -1.950 1.030 -0.516 -0.03 -0.16 0.07 0.062
H -1.951 -0.783 -0.884 -0.04 0.08 0.14 0.062
```
Positions in Å, forces in eV/Å.

Summary:
HOMO: -8.7 eV
Energy: -306.39389 a.u.
ΔE to the lowest compared entry with this formula, charge and spin: 295.13 kJ/mol
Net charge: 0


Copy entry 3 word for word.
DFT (ωB97M-V/def2-TZVPD) results for one molecule with the formula C4H6O2.

Structure (XYZ):
```
12
Properties=species:S:1:pos:R:3:forces:R:3:lowdin_charge:R:1
O 1.802 -0.367 1.006 -0.03 -0.22 -0.08 0.016
C 1.142 -1.138 0.165 -0.05 0.51 0.04 -0.030
C 0.150 -0.290 -0.585 0.10 -0.16 -0.11 -0.272
C -1.252 -0.471 0.053 -0.19 -0.41 0.03 -0.158
O -1.365 0.927 0.321 -0.08 0.08 0.08 -0.110
C -0.109 1.208 -0.317 0.32 0.22 -0.07 -0.149
H 2.405 -0.924 1.521 -0.12 0.08 -0.11 0.107
H 0.185 -0.572 -1.641 0.00 0.00 0.19 0.130
H -2.028 -0.839 -0.628 0.10 0.09 0.10 0.120
H -1.267 -1.069 0.974 -0.01 0.09 -0.13 0.118
H 0.588 1.721 0.354 -0.09 -0.13 -0.07 0.111
H -0.251 1.812 -1.224 0.06 -0.14 0.14 0.118
```
Positions in Å, forces in eV/Å.

Summary:
HOMO: -8.8 eV
Energy: -306.35560 a.u.
ΔE to the lowest compared entry with this formula, charge and spin: 395.65 kJ/mol
Net charge: 0